The following is a quantum chemistry calculation of a molecular structure, C10H9ClINORe in a non-equilibrium geometry, from the Open Molecules 2025 dataset.

Structure (XYZ):
```
24
Properties=species:S:1:pos:R:3:lowdin_spin:R:1
C 2.016 0.441 1.472 0.03
C -2.687 0.171 -1.092 0.05
H 5.319 1.205 1.315 0.00
O -0.251 -0.205 1.635 0.26
Re -0.581 0.504 -0.065 2.30
C 3.344 0.654 1.946 0.01
H -0.827 -1.005 -0.954 -0.04
Cl 5.112 0.670 3.983 0.04
H -1.703 -0.433 -0.975 0.01
H 2.687 -0.095 5.170 0.00
C 3.916 1.044 -0.355 0.01
C 0.955 -0.057 2.239 0.05
H -2.616 0.808 -1.949 0.01
N 1.617 0.624 0.187 0.04
H 4.661 1.281 -1.102 0.00
C 2.591 0.809 -0.716 0.00
C 4.303 0.996 0.984 0.02
I -0.181 -0.892 4.950 0.05
C 2.497 0.005 4.129 -0.02
C 1.230 -0.290 3.602 0.07
C 3.542 0.427 3.340 0.08
H 2.276 0.787 -1.741 0.00
H -3.238 0.582 -0.269 0.02
H -3.107 -0.784 -1.415 0.00
```

Results
HOMO-LUMO gap (spin up / spin down): 6.3 / 5.2 eV
calculated total energy: -1351.80403 a.u.
HOMO energy (spin up / spin down): -15.37 / -15.43 eV
F_max: 2.990 eV/A
net charge: +2
multiplicity: 4